Here is a single C6H12O4 molecule at a distorted geometry from the OMol25 dataset. Energies are from ωB97M-V with the def2-TZVPD basis set.

```
! RIJCOSX wB97M-V def2-TZVPD def2/J DEFGRID3
* xyz 0 1
C -3.01428 -0.57518 -0.31240
O -2.41007 -1.80588 0.01027
C -1.14342 -2.03765 -0.53430
C 0.05543 -1.48135 0.25958
C -0.02439 -1.92584 1.71398
O 0.02550 0.01410 0.21917
C 1.32520 -2.00874 -0.44225
C 2.38194 -0.94372 -0.66116
O 3.11021 -0.63265 0.26415
O 2.25058 -0.14884 -1.70848
H -2.60902 0.25040 0.29275
H -2.88012 -0.33858 -1.38200
H -4.08661 -0.67516 -0.10650
H -1.03922 -3.13028 -0.58696
H -1.08880 -1.65966 -1.57333
H -0.21139 -3.00597 1.77256
H 0.91404 -1.73763 2.25227
H -0.83416 -1.39300 2.22609
H -0.24381 0.31713 -0.65484
H 1.78377 -2.81202 0.14547
H 1.06221 -2.40087 -1.43877
H 1.38359 0.38393 -1.60189
*
```

Computed properties:
- energy relative to the best compared isomer or geometry (same formula, charge and spin) (eV) = 1.7929
- SMILES = COC[C@](C)(O)CC(=O)O
- Kohn-Sham gap (eV) = 10.32
- LUMO energy (eV) = 0.3

Atomic charges from the natural (NBO) analysis, expressed in e, are listed below: number 1, C, carries -0.25; number 2, O, carries -0.54; number 3, C, carries -0.08; number 4, C, carries 0.25; number 5, C, carries -0.63; number 6, O, carries -0.73; number 7, C, carries -0.55; number 8, C, carries 0.80; number 9, O, carries -0.53; number 10, O, carries -0.72; number 11, H, carries 0.18; number 12, H, carries 0.16; number 13, H, carries 0.20; number 14, H, carries 0.20; number 15, H, carries 0.16; number 16, H, carries 0.22; number 17, H, carries 0.23; number 18, H, carries 0.23; number 19, H, carries 0.45; number 20, H, carries 0.25; number 21, H, carries 0.22; number 22, H, carries 0.49

Here is a single C4H7NO molecule at a distorted geometry from the OMol25 dataset. Energies are from ωB97M-V with the def2-TZVPD basis set.

```
! RIJCOSX wB97M-V def2-TZVPD def2/J DEFGRID3
* xyz 0 1
C 1.02108 -0.88013 -0.88267
C -0.24860 -0.37860 -0.25318
C -0.24789 0.04945 1.20376
C -0.63703 1.42249 0.72247
O -0.75583 2.45934 1.30964
N -0.55709 1.02637 -0.66419
H 0.86012 -1.18854 -1.92007
H 1.75487 -0.07048 -0.85393
H 1.41669 -1.74774 -0.35912
H -1.09713 -1.04598 -0.46459
H -1.00728 -0.37969 1.85778
H 0.72343 0.00136 1.68187
H -1.22532 0.73216 -1.37777
*
```

Computed properties:
- energy relative to the best compared isomer or geometry (same formula, charge and spin) (eV) = 1.6692
- SMILES = C[C@H]1CC(=O)N1
- Kohn-Sham gap (eV) = 10.56
- LUMO energy (eV) = 0.8

Atomic charges from the natural (NBO) analysis, expressed in e, are listed below: number 1, C, carries -0.62; number 2, C, carries -0.05; number 3, C, carries -0.53; number 4, C, carries 0.71; number 5, O, carries -0.53; number 6, N, carries -0.68; number 7, H, carries 0.21; number 8, H, carries 0.22; number 9, H, carries 0.21; number 10, H, carries 0.17; number 11, H, carries 0.24; number 12, H, carries 0.23; number 13, H, carries 0.41

Here is a molecular structure, C40H44F3GeIrN3O2PS2 at a distorted geometry from the OMol25 dataset. Energies are from ωB97M-V with the def2-TZVPD basis set.

```
! RIJCOSX wB97M-V def2-TZVPD def2/J DEFGRID3
* xyz 1 2
Ir -0.25736 0.28021 -0.67979
F -0.48766 0.67653 -3.68056
C -1.14463 0.06711 -2.66594
F -1.26936 -1.21899 -3.09913
F -2.40473 0.55908 -2.72821
S 1.79725 1.36819 0.19423
P 1.23761 1.02980 2.08051
S -0.49940 0.10796 1.71250
C 2.33546 0.04066 3.09450
C 1.94730 -1.18833 3.61057
C 2.82061 -1.89698 4.42261
C 4.07255 -1.38027 4.71303
C 4.46371 -0.15132 4.19292
C 3.59712 0.56091 3.38493
C 1.01572 2.54211 3.02231
C 1.21358 3.79475 2.45397
C 0.96141 4.93636 3.20226
C 0.50843 4.82418 4.50684
C 0.31739 3.57094 5.07824
C 0.57022 2.42997 4.33998
H 0.96846 -1.58934 3.37916
H 2.51822 -2.85143 4.83166
H 4.75002 -1.93378 5.34937
H 5.43904 0.25278 4.42703
H 3.89982 1.52190 2.98368
H 1.57254 3.87424 1.43524
H 1.12690 5.91301 2.76770
H 0.30782 5.71507 5.08642
H -0.01805 3.48695 6.10278
H 0.42412 1.45283 4.78611
C 0.91014 -4.64328 -4.81394
C 1.76094 -3.58165 -4.53864
C 1.57989 -2.83346 -3.38754
C 0.54629 -3.12768 -2.49833
C -0.30732 -4.18801 -2.79019
C -0.12243 -4.94382 -3.94106
Ge 0.36348 -2.10314 -0.86199
C 1.98712 -2.59673 0.12690
C 3.08896 -1.78592 0.37692
C 4.16933 -2.24614 1.11941
C 4.17044 -3.53699 1.61788
C 3.09607 -4.37441 1.35181
C 2.02584 -3.91296 0.60225
C -1.17411 -2.87175 0.12577
C -1.06619 -3.30635 1.44715
C -2.17404 -3.76009 2.15236
C -3.42342 -3.77894 1.54976
C -3.55500 -3.34501 0.23828
C -2.44418 -2.88935 -0.45888
H 1.05378 -5.23544 -5.70802
H 2.56336 -3.33818 -5.22263
H 2.25322 -2.00706 -3.18373
H -1.12199 -4.43665 -2.12257
H -0.79173 -5.76663 -4.15653
H 3.12521 -0.78637 -0.02508
H 5.01530 -1.59447 1.29837
H 5.01351 -3.90124 2.19099
H 3.09544 -5.39211 1.72106
H 1.21286 -4.59475 0.37586
H -0.09943 -3.30634 1.93501
H -2.05936 -4.10860 3.17095
H -4.28697 -4.13590 2.09700
H -4.52448 -3.36259 -0.24523
H -2.56934 -2.56096 -1.48452
C -5.14943 0.44711 -0.64013
N -4.47357 -0.10747 0.52261
C -5.29423 -0.51878 1.64874
C -3.16235 -0.21817 0.57195
O -2.42857 0.18286 -0.35406
H -5.79459 -0.31316 -1.08231
H -4.40955 0.76269 -1.36836
H -5.76106 1.29881 -0.34123
H -5.73163 0.35135 2.14042
H -4.68689 -1.06957 2.36347
H -6.09854 -1.16581 1.29856
H -2.78467 -0.69973 1.47595
C -1.27945 3.58755 -0.58304
N -0.73869 3.85897 -1.89828
C -1.16568 5.11643 -2.50603
C -1.10359 4.99689 -4.01201
C 0.31922 4.64678 -4.38493
N 0.73511 3.45292 -3.65897
C 1.77394 2.65691 -4.29231
C 0.19960 3.07148 -2.47906
O 0.61195 2.00528 -1.95517
H -2.35679 3.75495 -0.59844
H -0.82860 4.23425 0.17517
H -1.10924 2.55860 -0.27922
H -0.52394 5.93571 -2.16177
H -2.18042 5.32249 -2.16590
H -1.41194 5.92568 -4.48932
H -1.77313 4.19735 -4.33631
H 0.99554 5.47712 -4.15423
H 0.40426 4.43426 -5.45091
H 1.40676 2.24707 -5.23478
H 2.06216 1.83970 -3.64255
H 2.64270 3.28732 -4.49137
*
```

Computed properties:
- energy relative to the best compared isomer or geometry (same formula, charge and spin) (eV) = 2.4047
- ⟨S²⟩ = 0.756
- Kohn-Sham gap (alpha / beta) (eV) = 6.82 / 6.88
- LUMO energy (alpha / beta) (eV) = -3.6 / -3.8

Atomic charges from the Löwdin analysis, expressed in e, are listed below: number 1, Ir, carries 0.85; number 2, F, carries 0.06; number 3, C, carries -0.61; number 4, F, carries 0.02; number 5, F, carries 0.05; number 6, S, carries 0.48; number 7, P, carries 0.24; number 8, S, carries 0.46; number 9, C, carries -0.39; number 10, C, carries -0.09; number 11, C, carries -0.06; number 12, C, carries -0.06; number 13, C, carries -0.06; number 14, C, carries -0.08; number 15, C, carries -0.38; number 16, C, carries -0.10; number 17, C, carries -0.07; number 18, C, carries -0.06; number 19, C, carries -0.06; number 20, C, carries -0.08; number 21, H, carries 0.08; number 22, H, carries 0.11; number 23, H, carries 0.11; number 24, H, carries 0.11; number 25, H, carries 0.12; number 26, H, carries 0.08; number 27, H, carries 0.11; number 28, H, carries 0.11; number 29, H, carries 0.11; number 30, H, carries 0.11; number 31, C, carries -0.08; number 32, C, carries -0.08; number 33, C, carries -0.11; number 34, C, carries -0.31; number 35, C, carries -0.10; number 36, C, carries -0.08; number 37, Ge, carries 0.93; number 38, C, carries -0.29; number 39, C, carries -0.14; number 40, C, carries -0.09; number 41, C, carries -0.09; number 42, C, carries -0.07; number 43, C, carries -0.12; number 44, C, carries -0.31; number 45, C, carries -0.13; number 46, C, carries -0.07; number 47, C, carries -0.09; number 48, C, carries -0.09; number 49, C, carries -0.14; number 50, H, carries 0.10; number 51, H, carries 0.10; number 52, H, carries 0.10; number 53, H, carries 0.09; number 54, H, carries 0.11; number 55, H, carries 0.03; number 56, H, carries 0.11; number 57, H, carries 0.11; number 58, H, carries 0.11; number 59, H, carries 0.11; number 60, H, carries 0.08; number 61, H, carries 0.11; number 62, H, carries 0.11; number 63, H, carries 0.11; number 64, H, carries 0.10; number 65, C, carries 0.01; number 66, N, carries -0.15; number 67, C, carries -0.02; number 68, C, carries -0.34; number 69, O, carries -0.21; number 70, H, carries 0.10; number 71, H, carries 0.08; number 72, H, carries 0.10; number 73, H, carries 0.10; number 74, H, carries 0.09; number 75, H, carries 0.10; number 76, H, carries 0.08; number 77, C, carries -0.02; number 78, N, carries -0.06; number 79, C, carries -0.14; number 80, C, carries -0.14; number 81, C, carries -0.15; number 82, N, carries -0.07; number 83, C, carries -0.02; number 84, C, carries -0.45; number 85, O, carries -0.29; number 86, H, carries 0.10; number 87, H, carries 0.10; number 88, H, carries 0.03; number 89, H, carries 0.13; number 90, H, carries 0.12; number 91, H, carries 0.12; number 92, H, carries 0.13; number 93, H, carries 0.13; number 94, H, carries 0.13; number 95, H, carries 0.10; number 96, H, carries 0.09; number 97, H, carries 0.10

Here is a single C7H10 molecule at a distorted geometry from the OMol25 dataset. Energies are from ωB97M-V with the def2-TZVPD basis set.

```
! RIJCOSX wB97M-V def2-TZVPD def2/J DEFGRID3
* xyz 0 1
C 1.45788 0.08279 0.93221
C 2.79148 0.18956 0.55875
C 0.65228 -0.00587 -1.37671
C 0.39299 0.19046 0.05793
C -0.57979 -0.78695 -0.46669
C -1.91910 -0.29733 -0.48720
C -2.32945 0.56793 0.63727
H 1.38165 -0.48372 1.87273
H 3.11096 1.05225 -0.00634
H 3.51595 -0.55886 0.85601
H 0.06497 0.48582 -2.13481
H 1.60789 -0.40940 -1.70503
H -0.17137 -1.79947 -0.42645
H -2.54694 -0.54970 -1.32949
H -1.90903 0.12068 1.54798
H -3.41978 0.56152 0.82599
H -2.10060 1.64028 0.64383
*
```

Computed properties:
- energy relative to the best compared isomer or geometry (same formula, charge and spin) (eV) = 6.8091
- Kohn-Sham gap (eV) = 5.79
- LUMO energy (eV) = -1.0

Atomic charges from the natural (NBO) analysis, expressed in e, are listed below: number 1, C, carries -0.23; number 2, C, carries -0.37; number 3, C, carries -0.34; number 4, C, carries -0.08; number 5, C, carries -0.28; number 6, C, carries -0.10; number 7, C, carries -0.67; number 8, H, carries 0.20; number 9, H, carries 0.20; number 10, H, carries 0.20; number 11, H, carries 0.22; number 12, H, carries 0.20; number 13, H, carries 0.19; number 14, H, carries 0.19; number 15, H, carries 0.22; number 16, H, carries 0.21; number 17, H, carries 0.23

Here is a molecular structure, C5H10NNbO3P at a distorted geometry from the OMol25 dataset. Energies are from ωB97M-V with the def2-TZVPD basis set.

```
! RIJCOSX wB97M-V def2-TZVPD def2/J DEFGRID3
* xyz -1 1
O 2.23075 0.43409 1.60315
P 0.88420 0.36648 2.43571
O 0.39791 1.90806 3.12065
O 1.20994 -0.72192 3.80164
Nb -1.10644 -0.63897 1.19518
C -0.26190 -0.18642 -0.87069
C 0.22823 -1.30919 -1.94319
C 0.75733 -0.85326 -3.38548
N 0.90471 0.48636 -4.01841
C 0.47648 1.47593 -2.99154
C -0.09145 1.30415 -1.50307
H -0.61278 1.96841 3.03285
H 0.31370 -1.12940 4.07229
H -0.27324 -2.24941 1.12653
H -1.87259 -1.06518 2.77923
H -2.02774 0.95193 1.19441
H -2.54397 -1.39406 0.37013
H 0.18573 -2.45073 -1.65559
H 1.05903 -1.75028 -4.11722
H 0.53743 2.60592 -3.37960
H -0.39533 2.24749 -0.86698
*
```

Computed properties:
- Kohn-Sham gap (eV) = 6.54
- LUMO energy (eV) = 0.8

Atomic charges from the Löwdin analysis, expressed in e, are listed below: number 1, O, carries -0.47; number 2, P, carries 0.45; number 3, O, carries -0.35; number 4, O, carries -0.36; number 5, Nb, carries 0.98; number 6, C, carries -0.37; number 7, C, carries -0.11; number 8, C, carries -0.16; number 9, N, carries -0.03; number 10, C, carries -0.16; number 11, C, carries -0.10; number 12, H, carries 0.03; number 13, H, carries 0.03; number 14, H, carries -0.15; number 15, H, carries -0.19; number 16, H, carries -0.17; number 17, H, carries -0.17; number 18, H, carries 0.07; number 19, H, carries 0.09; number 20, H, carries 0.09; number 21, H, carries 0.08

Here is a single C4H2N2O molecule at a distorted geometry from the OMol25 dataset. Energies are from ωB97M-V with the def2-TZVPD basis set.

```
! RIJCOSX wB97M-V def2-TZVPD def2/J DEFGRID3
* xyz 0 1
N -3.73093 -0.35197 1.10219
C -2.62717 -0.02140 0.97501
C -1.29708 0.28840 0.75541
C -0.13456 0.44586 0.47677
C 1.26658 0.44182 0.01489
N 1.41219 -0.40932 -1.03340
O 2.14844 1.10065 0.52010
H 0.63259 -0.94202 -1.38545
H 2.32995 -0.55204 -1.42554
*
```

Computed properties:
- energy relative to the best compared isomer or geometry (same formula, charge and spin) (eV) = 0.7671
- SMILES = N#CC#CC(N)=O
- Kohn-Sham gap (eV) = 10.58
- LUMO energy (eV) = -0.5

Atomic charges from the natural (NBO) analysis, expressed in e, are listed below: number 1, N, carries -0.23; number 2, C, carries 0.21; number 3, C, carries -0.10; number 4, C, carries 0.04; number 5, C, carries 0.60; number 6, N, carries -0.79; number 7, O, carries -0.54; number 8, H, carries 0.41; number 9, H, carries 0.41

The records above give, respectively, total energy values of -14605.41925, -7797.97516, -149222.18300, -7414.22564, -23809.99438, -9205.97202 eV.